# 1
Formula: C18H40Cl10N4O4
Source: OMol25
Level of theory: ωB97M-V/def2-TZVPD

The geometry in ORCA input format:
```
! RIJCOSX wB97M-V def2-TZVPD def2/J DEFGRID3
* xyz -1 2
Cl 2.029 -0.425 2.408
C 2.384 -2.002 1.753
C 1.058 -2.761 1.425
Cl 0.447 -3.538 2.855
H 3.074 -2.579 2.368
H 2.910 -1.852 0.810
H 1.367 -3.541 0.729
H 0.314 -2.051 1.064
Cl 1.290 3.931 5.493
C 1.664 2.612 4.442
C 1.608 3.064 2.982
Cl -0.056 3.113 2.280
H 1.012 1.749 4.575
H 2.705 2.341 4.620
H 2.096 2.333 2.337
H 2.163 3.998 2.894
Cl 5.170 2.138 -2.576
C 4.108 1.284 -1.493
C 3.487 2.192 -0.438
Cl 2.297 3.304 -1.125
H 4.722 0.535 -0.993
H 3.307 0.842 -2.085
H 4.181 2.758 0.182
H 3.118 1.607 0.404
Cl -1.241 -0.311 5.709
C -1.684 0.168 4.055
C -2.560 -0.920 3.337
Cl -4.034 -1.377 4.170
H -0.802 0.454 3.482
H -2.195 1.131 4.082
H -2.039 -1.867 3.201
H -2.811 -0.548 2.344
Cl 0.103 -5.119 -1.712
C -1.361 -5.687 -0.997
C -2.456 -4.536 -0.968
Cl -2.204 -3.517 0.543
H -1.112 -6.147 -0.041
H -1.774 -6.501 -1.594
H -3.475 -4.922 -0.974
H -2.378 -3.847 -1.809
O -3.104 1.200 0.730
C -3.712 2.221 1.001
N -3.458 2.924 2.083
C -4.803 2.644 0.084
H -2.622 2.676 2.593
H -4.045 3.707 2.332
H -4.624 3.687 -0.178
H -5.786 2.596 0.553
H -4.806 1.997 -0.793
O -2.128 1.958 -3.108
C -1.599 3.017 -3.437
N -0.318 3.259 -3.111
C -2.350 4.040 -4.325
H 0.201 4.045 -3.476
H 0.185 2.541 -2.610
H -2.986 4.712 -3.748
H -2.971 3.669 -5.141
H -1.623 4.730 -4.754
O 1.165 -0.245 -0.906
C -0.065 -0.128 -0.920
N -0.614 0.461 0.157
C -0.928 -0.774 -1.959
H 0.009 0.880 0.832
H -1.607 0.646 0.147
H -0.611 -1.787 -2.211
H -0.990 -0.284 -2.931
H -1.952 -0.853 -1.593
O 4.492 -1.877 -1.911
C 3.755 -2.752 -2.326
N 2.497 -2.509 -2.223
C 4.217 -4.072 -2.952
H 2.326 -1.623 -1.770
H 1.713 -3.084 -2.499
H 4.142 -4.865 -2.209
H 5.152 -3.957 -3.501
H 3.421 -4.306 -3.659
*
```

As for the HOMO-LUMO gap (alpha / beta): 1.35 / 9.38 eV. The LUMO energy (alpha / beta) comes out at 0.072 / 0.071 Eh. As for the molecular weight: 731.07 g/mol. As for the total energy: -158692.1687 eV.

# 2
Formula: C4H8OS
Source: OMol25
Level of theory: ωB97M-V/def2-TZVPD

The geometry in ORCA input format:
```
! RIJCOSX wB97M-V def2-TZVPD def2/J DEFGRID3
* xyz 0 3
C -1.399 0.439 1.257
C 0.007 0.748 0.884
C 0.042 -1.228 -1.849
C 0.954 -0.116 0.567
O -0.283 -0.182 -2.353
S 2.505 0.468 -0.107
H -1.705 1.246 2.100
H -1.533 -0.652 1.490
H 0.240 1.846 0.634
H -0.319 -1.822 -0.995
H 0.724 -2.070 -2.268
H 0.888 -1.107 0.756
H -2.123 0.742 0.413
H 2.000 1.687 -0.528
*
```

As for the HOMO-LUMO gap (alpha / beta): 5.76 / 7.39 eV. The LUMO energy (alpha / beta) comes out at 0.029 / -0.080 Eh. For the energy above the lowest of the compared OMol25 structures with the same formula, charge and spin, the calculation gives 289.4 kJ/mol. As for the molecular weight: 104.17 g/mol. As for the total energy: -17153.8597 eV.

# 3
Formula: C3H8NO
Source: OMol25
Level of theory: ωB97M-V/def2-TZVPD

The geometry in ORCA input format:
```
! RIJCOSX wB97M-V def2-TZVPD def2/J DEFGRID3
* xyz 1 1
C 1.981 1.278 1.536
N 1.546 0.629 0.483
H 2.157 2.334 1.665
H 2.232 0.657 2.460
H 2.079 -0.067 0.195
H 0.965 0.942 -0.284
C -2.298 -0.407 -0.190
C -1.505 -1.098 -1.120
O -0.123 -1.162 -1.078
H -3.432 -0.342 -0.261
H -1.729 0.340 0.442
H -1.992 -1.353 -2.094
H 0.120 -1.751 -1.754
*
```

As for the HOMO-LUMO gap: 5.53 eV. The LUMO energy comes out at -0.248 Eh. For the energy above the lowest of the compared OMol25 structures with the same formula, charge and spin, the calculation gives 324.7 kJ/mol. As for the molecular weight: 74.10 g/mol. As for the total energy: -6767.8042 eV.

# 4
Formula: C3H5NS
Source: OMol25
Level of theory: ωB97M-V/def2-TZVPD

The geometry in ORCA input format:
```
! RIJCOSX wB97M-V def2-TZVPD def2/J DEFGRID3
* xyz 0 1
C 1.746 -0.137 0.017
N 0.444 0.429 0.028
C -0.611 -0.191 -0.115
C -1.918 0.517 0.046
S -3.344 -0.261 0.020
H 2.309 0.721 -0.277
H 1.813 -0.869 -0.654
H 1.961 -0.350 1.059
H -0.635 -1.388 -0.323
H -1.764 1.530 0.200
*
```

As for the HOMO-LUMO gap: 8.19 eV. The LUMO energy comes out at -0.031 Eh. For the energy above the lowest of the compared OMol25 structures with the same formula, charge and spin, the calculation gives 152.9 kJ/mol. As for the molecular weight: 87.15 g/mol. As for the total energy: -15515.2876 eV.

# 5
Formula: C15H35B3NO17P3
Source: OMol25
Level of theory: ωB97M-V/def2-TZVPD

The geometry in ORCA input format:
```
! RIJCOSX wB97M-V def2-TZVPD def2/J DEFGRID3
* xyz 0 1
O 7.352 -1.519 1.756
O 7.675 -0.159 1.580
C 6.450 0.572 1.513
B 5.719 0.392 0.119
O 6.272 -0.350 -0.935
B 5.329 -1.229 -1.453
O 3.966 -1.181 -1.164
B 3.635 -0.235 -0.205
C 2.471 -0.356 0.833
C 1.609 0.699 1.148
C 0.589 0.635 2.088
N 0.368 -0.480 2.782
C 1.153 -1.501 2.476
C 2.193 -1.548 1.557
O 4.448 0.911 -0.142
H 7.627 -1.959 0.937
H 6.708 1.619 1.734
H 5.788 0.245 2.338
H 5.732 -2.100 -2.155
H 1.748 1.645 0.617
H -0.017 1.519 2.289
H 0.966 -2.428 3.034
H 2.777 -2.452 1.385
C 0.937 0.452 5.719
O 0.780 0.448 7.154
P 0.241 -0.999 7.811
O -1.229 -0.788 7.602
O 0.740 -0.590 9.309
C 1.300 0.672 9.654
O 0.254 -2.601 8.230
C -0.695 -3.020 9.206
H 1.284 1.438 5.417
H 1.678 -0.290 5.423
H -0.012 0.239 5.229
H 0.555 1.462 9.558
H 2.174 0.893 9.047
H 1.614 0.619 10.696
H -1.704 -2.988 8.797
H -0.634 -2.410 10.105
H -0.457 -4.052 9.464
C -3.194 4.070 -0.404
O -2.395 3.758 -1.557
P -2.220 2.103 -1.896
O -1.066 1.980 -0.924
O -1.707 2.463 -3.403
C -1.637 3.777 -3.947
O -2.177 0.464 -2.323
C -0.902 -0.101 -2.612
H -3.224 5.151 -0.293
H -4.212 3.702 -0.536
H -2.756 3.628 0.493
H -0.884 4.368 -3.427
H -2.606 4.270 -3.909
H -1.343 3.685 -4.993
H -0.299 -0.169 -1.708
H -0.376 0.473 -3.374
H -1.078 -1.108 -2.991
C -3.159 -3.576 -8.518
O -4.034 -2.492 -8.163
P -3.433 -1.438 -6.997
O -3.830 -2.228 -5.786
O -4.511 -0.278 -7.389
C -5.550 -0.435 -8.349
O -2.442 -0.308 -6.308
C -2.925 0.347 -5.128
H -3.660 -4.183 -9.269
H -2.229 -3.192 -8.938
H -2.943 -4.192 -7.643
H -6.284 -1.166 -8.005
H -5.150 -0.721 -9.319
H -6.049 0.528 -8.456
H -2.962 -0.336 -4.289
H -3.912 0.782 -5.299
H -2.235 1.145 -4.892
*
```

As for the HOMO-LUMO gap: 6.85 eV. The LUMO energy comes out at -0.098 Eh. As for the molecular weight: 626.79 g/mol. As for the total energy: -82315.4310 eV.

# 6
Formula: C4H14N3O
Source: OMol25
Level of theory: ωB97M-V/def2-TZVPD

The geometry in ORCA input format:
```
! RIJCOSX wB97M-V def2-TZVPD def2/J DEFGRID3
* xyz 1 1
C 2.173 -0.659 0.132
C 0.927 -1.323 0.672
C -0.347 -0.807 0.015
C -0.400 -0.110 -1.200
N -1.649 0.160 -1.755
N -1.512 -1.311 0.543
N 1.997 0.804 -0.020
H 3.067 -0.850 0.747
H 2.405 -1.069 -0.862
H 0.814 -2.410 0.507
H 0.689 -1.102 1.712
H 0.528 0.233 -1.672
H -2.342 -1.151 -0.028
H -1.920 1.081 -1.405
H -1.834 0.108 -2.752
H -1.677 -0.842 1.433
H 0.108 1.173 1.296
H 2.900 1.248 0.208
H 1.329 1.140 0.698
H -1.950 2.637 0.356
H -1.247 1.374 0.921
O -2.057 1.678 0.455
*
```

As for the HOMO-LUMO gap: 5.42 eV. The LUMO energy comes out at -0.287 Eh. For the energy above the lowest of the compared OMol25 structures with the same formula, charge and spin, the calculation gives 749.8 kJ/mol. As for the molecular weight: 120.18 g/mol. As for the total energy: -10880.3903 eV.

# 7
Formula: C7H14N2O3
Source: OMol25
Level of theory: ωB97M-V/def2-TZVPD

The geometry in ORCA input format:
```
! RIJCOSX wB97M-V def2-TZVPD def2/J DEFGRID3
* xyz 0 1
C 2.617 0.322 -1.262
C 1.373 -0.108 -0.542
C 1.633 -0.976 0.743
C 0.440 1.052 -0.172
N 0.954 1.906 0.615
O 0.396 3.098 0.956
N -0.569 1.397 -1.212
O -0.714 0.630 -2.134
O -1.120 2.536 -1.173
H 2.468 0.497 -2.357
H 3.006 1.145 -0.868
H 3.253 -0.456 -1.165
H 0.785 -0.852 -1.229
H 0.820 -1.213 1.259
H 2.433 -0.471 1.308
H 2.149 -1.850 0.398
H -0.345 3.394 0.340
C -1.378 0.248 1.558
C -1.933 -0.734 0.876
C -3.228 -0.644 0.073
H -1.747 1.237 1.609
H -0.630 0.014 2.317
H -1.764 -1.751 0.976
H -3.700 0.303 0.271
H -3.271 -1.006 -0.942
H -3.888 -1.295 0.818
*
```

As for the HOMO-LUMO gap: 8.76 eV. The LUMO energy comes out at -0.030 Eh. For the energy above the lowest of the compared OMol25 structures with the same formula, charge and spin, the calculation gives 810.1 kJ/mol. As for the molecular weight: 174.20 g/mol. As for the total energy: -16601.5844 eV.

# 8
Formula: C30H29F24NO3SSi
Source: OMol25
Level of theory: ωB97M-V/def2-TZVPD

The geometry in ORCA input format:
```
! RIJCOSX wB97M-V def2-TZVPD def2/J DEFGRID3
* xyz 0 1
C 3.454 0.949 2.695
Si 2.141 1.486 1.467
C 1.219 2.945 2.178
C 2.986 2.047 -0.117
C 1.071 -0.001 1.000
C 1.764 -1.031 0.345
C 1.124 -2.168 -0.116
C -0.248 -2.309 0.066
C -0.944 -1.317 0.755
C -0.297 -0.178 1.227
N -1.052 0.810 1.931
C -2.296 1.152 1.322
C -2.656 2.486 1.179
C -3.870 2.823 0.600
C -4.722 1.830 0.137
C -4.361 0.498 0.248
C -3.152 0.162 0.849
S -2.675 -1.523 1.036
H 3.815 1.841 3.210
H 4.305 0.471 2.211
H 3.067 0.271 3.455
H 1.854 3.830 2.213
H 0.856 2.722 3.183
H 0.340 3.161 1.570
H 3.846 2.675 0.110
H 3.310 1.194 -0.712
H 2.271 2.612 -0.715
H 2.828 -0.929 0.172
H 1.678 -2.939 -0.635
H -0.777 -3.174 -0.310
H -1.162 0.568 2.909
H -1.974 3.244 1.537
H -4.141 3.864 0.495
H -5.658 2.107 -0.328
H -5.003 -0.287 -0.128
F -1.073 2.244 7.591
C -1.278 2.001 6.284
F -0.229 1.294 5.804
C -1.381 3.303 5.483
F -0.191 3.931 5.456
F -1.664 2.873 4.215
C -2.504 4.281 5.838
O -2.181 5.367 6.680
C -2.240 5.288 8.039
F -2.761 4.126 8.470
F -3.054 6.283 8.465
C -0.879 5.570 8.696
F 0.071 4.758 8.198
F -0.994 5.345 10.023
H -2.189 1.409 6.161
H -2.758 4.751 4.890
H -3.387 3.745 6.186
H -0.598 6.611 8.524
F -2.144 0.886 -5.583
C -2.469 -0.180 -6.343
F -3.787 -0.114 -6.634
C -2.207 -1.490 -5.596
F -3.065 -1.615 -4.566
F -2.502 -2.460 -6.516
C -0.775 -1.790 -5.147
O -0.431 -1.466 -3.817
C 0.012 -0.229 -3.465
F 0.280 0.549 -4.524
F 1.181 -0.403 -2.792
C -0.941 0.451 -2.468
F -2.196 0.487 -2.954
F -0.522 1.720 -2.263
H -1.896 -0.154 -7.273
H -0.705 -2.876 -5.185
H -0.044 -1.395 -5.854
H -0.929 -0.098 -1.523
F 3.156 -5.286 -6.306
C 2.851 -6.559 -5.988
F 1.827 -6.964 -6.770
C 2.416 -6.676 -4.523
F 1.226 -6.071 -4.340
F 2.244 -8.020 -4.337
C 3.414 -6.246 -3.443
O 3.274 -4.950 -2.900
C 3.868 -3.850 -3.444
F 4.704 -4.154 -4.452
F 4.602 -3.267 -2.465
C 2.837 -2.792 -3.858
F 1.913 -3.325 -4.688
F 3.472 -1.793 -4.506
H 3.718 -7.198 -6.176
H 3.198 -6.905 -2.604
H 4.437 -6.445 -3.762
H 2.333 -2.394 -2.977
*
```

As for the HOMO-LUMO gap: 8.67 eV. The LUMO energy comes out at 0.015 Eh. As for the molecular weight: 967.67 g/mol. As for the total energy: -123147.5084 eV.

# 9
Formula: C3H5FN2S
Source: OMol25
Level of theory: ωB97M-V/def2-TZVPD

The geometry in ORCA input format:
```
! RIJCOSX wB97M-V def2-TZVPD def2/J DEFGRID3
* xyz 0 1
H 0.822 -2.310 -0.522
N 0.935 -1.532 -1.102
C 0.376 -0.481 -0.530
C 0.450 0.894 -1.125
F 0.699 0.978 -2.551
N -0.113 -0.460 0.826
C -0.712 0.295 1.782
S -1.776 1.639 1.333
H -0.655 1.244 -1.068
H 1.063 1.607 -0.688
H -0.083 -1.605 0.989
H -1.007 -0.271 2.656
*
```

As for the HOMO-LUMO gap: 7.93 eV. The LUMO energy comes out at -0.041 Eh. For the energy above the lowest of the compared OMol25 structures with the same formula, charge and spin, the calculation gives 240.9 kJ/mol. As for the molecular weight: 120.15 g/mol. As for the total energy: -19722.1292 eV.

# 10
Formula: C8H13Cl2N2O2S
Source: OMol25
Level of theory: ωB97M-V/def2-TZVPD

The geometry in ORCA input format:
```
! RIJCOSX wB97M-V def2-TZVPD def2/J DEFGRID3
* xyz 1 1
C 0.344 -2.337 2.992
C -0.012 -0.733 2.740
Cl -0.160 0.299 4.315
C -0.170 -0.124 1.361
Cl -0.514 1.728 1.362
C -0.017 -1.023 -0.009
N 1.036 -1.894 -0.153
C 0.971 -2.663 -1.465
S -0.095 -4.157 -0.933
C -0.037 -1.904 -2.514
C -0.935 -1.114 -1.370
H 1.516 -2.423 2.786
H -0.152 -3.046 2.170
H 0.066 -2.682 4.086
H 1.826 -2.075 0.520
H 1.974 -3.140 -1.854
H -1.349 -3.725 -0.472
H 0.519 -1.216 -3.292
H -0.672 -2.770 -3.007
H -2.028 -1.480 -1.161
H -0.978 -0.020 -1.799
C -0.362 5.290 0.003
N 0.097 5.120 -1.402
O 1.229 5.530 -1.682
O -0.693 4.579 -2.185
H 0.430 5.776 0.577
H -1.261 5.909 -0.016
H -0.572 4.296 0.403
*
```

As for the HOMO-LUMO gap: 7.73 eV. The LUMO energy comes out at -0.200 Eh. As for the molecular weight: 272.18 g/mol. As for the total energy: -51446.9554 eV.

# 11
Formula: BrH2IO2Si
Source: OMol25
Level of theory: ωB97M-V/def2-TZVPD

The geometry in ORCA input format:
```
! RIJCOSX wB97M-V def2-TZVPD def2/J DEFGRID3
* xyz 0 1
O -0.826 2.159 -0.941
Si 0.386 1.381 -0.502
O 1.935 1.509 -0.881
I 0.690 -0.511 0.999
H 2.332 2.154 -1.329
Br -2.457 -2.822 0.885
H -2.061 -3.871 1.769
*
```

As for the HOMO-LUMO gap: 9.66 eV. The LUMO energy comes out at -0.015 Eh. For the energy above the lowest of the compared OMol25 structures with the same formula, charge and spin, the calculation gives 280.5 kJ/mol. As for the molecular weight: 268.91 g/mol. As for the total energy: -90150.2064 eV.

# 12
Formula: C15H17Cl2F2P
Source: OMol25
Level of theory: ωB97M-V/def2-TZVPD

The geometry in ORCA input format:
```
! RIJCOSX wB97M-V def2-TZVPD def2/J DEFGRID3
* xyz 0 1
C -0.835 1.560 4.103
C -1.639 0.356 3.630
Cl -0.639 -0.699 2.583
C -2.955 0.675 2.924
P -4.187 1.312 4.185
Cl -2.748 1.887 1.626
H -1.497 2.398 4.322
H -0.293 1.316 5.016
H -0.127 1.871 3.344
H -1.898 -0.257 4.496
H -3.322 -0.219 2.426
H -4.983 0.151 4.242
H -5.013 1.971 3.263
F 0.394 3.458 1.362
C 1.112 3.029 0.301
C 1.838 3.945 -0.432
C 2.568 3.487 -1.520
C 2.560 2.140 -1.855
C 1.820 1.242 -1.097
C 1.085 1.684 -0.007
H 1.826 4.990 -0.153
H 3.145 4.189 -2.107
H 3.131 1.790 -2.704
H 1.819 0.191 -1.351
H 0.499 1.006 0.600
F 2.378 -2.153 -1.607
C 1.531 -2.893 -2.358
C 1.986 -4.078 -2.897
C 1.112 -4.830 -3.667
C -0.187 -4.394 -3.884
C -0.617 -3.197 -3.328
C 0.245 -2.433 -2.555
H 3.004 -4.396 -2.715
H 1.449 -5.763 -4.098
H -0.864 -4.985 -4.485
H -1.629 -2.853 -3.494
H -0.070 -1.499 -2.109
*
```

As for the HOMO-LUMO gap: 9.82 eV. The LUMO energy comes out at 0.026 Eh. As for the molecular weight: 337.18 g/mol. As for the total energy: -55599.0272 eV.